Formula: C4H13N2
Source: the Open Molecules 2025 dataset
Level of theory: wB97M-V/def2-TZVPD

Geometry as XYZ:
```
19
Properties=species:S:1:pos:R:3:forces:R:3
C -0.2393 -1.5079 -1.0682 0.494 0.394 0.253
N -0.4059 -0.1210 -0.5419 0.134 0.532 -0.554
C -1.5066 0.6600 -1.1834 0.264 0.316 0.362
C -0.4118 -0.0133 0.9427 -0.021 -0.593 0.484
C 1.0209 0.0877 1.4494 0.116 0.021 -0.662
N 1.6958 1.1131 0.6270 0.544 -0.139 0.709
H -0.0631 -1.4461 -2.1408 -0.351 -0.081 0.018
H 0.6835 -1.8772 -0.6274 -0.128 -0.312 0.112
H -1.0899 -2.1180 -0.7914 -0.087 -0.072 -0.122
H 0.4562 0.3791 -0.8047 0.174 0.194 0.204
H -2.4355 0.4478 -0.6691 -0.233 -0.267 -0.251
H -1.2905 1.7246 -1.0473 0.041 -0.220 0.001
H -1.5070 0.4343 -2.2409 -0.298 -0.105 -0.120
H -0.9229 -0.8864 1.3429 -0.070 -0.032 0.039
H -0.9714 0.8642 1.2386 -0.120 0.256 -0.172
H 1.5430 -0.8536 1.3068 -0.002 -0.216 -0.045
H 1.0238 0.2680 2.5179 -0.067 0.201 0.179
H 1.7439 1.9838 1.1473 -0.306 0.168 -0.205
H 2.6769 0.8609 0.5426 -0.082 -0.042 -0.231
```
Forces are in eV/Å.

## Properties
- highest occupied orbital energy (eV) = -14.62
- E (eV) = -7332.721
- frontier orbital gap (eV) = 11.90
- net charge = +1
- ΔE to the lowest compared entry with this formula, charge and spin (kJ/mol) = 73.9

Atom charges from the Löwdin analysis, given in e for atoms 1 to 8: number 1, C, carries 0.031; number 2, N, carries -0.221; number 3, C, carries 0.025; number 4, C, carries -0.128; number 5, C, carries -0.217; number 6, N, carries 0.016; number 7, H, carries 0.112; number 8, H, carries 0.103


Formula: C23H25ClN8O5
Source: the Open Molecules 2025 dataset
Level of theory: wB97M-V/def2-TZVPD

Geometry as XYZ:
```
62
Properties=species:S:1:pos:R:3:forces:R:3
C 4.5988 1.3031 -3.9306 -0.297 -0.157 0.066
O 3.5141 1.6958 -4.7812 0.047 -0.079 0.434
C 2.2339 1.4485 -4.3459 -0.244 -0.278 0.348
C 1.2202 2.1768 -4.9694 -0.333 0.038 -0.075
C -0.1196 1.9979 -4.6190 0.712 -0.384 0.279
C -0.4798 1.0573 -3.6449 0.282 -0.141 -0.191
C 0.5413 0.3340 -2.9808 0.239 0.616 -0.536
C 1.8814 0.5271 -3.3401 0.107 0.472 -0.380
N 0.2188 -0.5854 -1.9745 -0.706 0.970 -0.398
C -1.0409 -0.5984 -1.4146 -0.047 -1.677 0.818
O -1.2748 -1.4198 -0.5382 -0.280 1.035 -0.526
C -2.1280 0.3492 -1.9408 0.541 0.462 -0.671
N -1.8336 0.8105 -3.3278 -0.189 -0.984 0.448
C -2.9017 0.9614 -4.2213 0.105 0.855 1.938
N -3.9552 1.5799 -3.7122 0.081 0.132 0.795
C -5.0131 1.7823 -4.4901 0.473 -1.085 -1.950
Cl -6.3908 2.5923 -3.7926 0.539 -0.290 -0.239
N -5.0801 1.4031 -5.7590 -2.081 1.615 1.902
C -4.0470 0.7600 -6.2725 0.302 -0.262 -0.580
N -4.1838 0.3799 -7.5466 0.671 -1.008 -1.955
C -3.1944 -0.3035 -8.1310 -1.119 0.928 1.034
C -2.0272 -0.6462 -7.4502 0.785 -0.045 1.117
C -1.8714 -0.2572 -6.1246 0.181 -0.610 -1.232
C -2.9032 0.4857 -5.5297 1.096 -0.445 -0.352
H 5.5339 1.7244 -4.3114 -0.419 0.032 -0.196
H 4.4483 1.6713 -2.9104 -0.061 -0.031 -0.078
H 4.6996 0.2135 -3.9078 -0.015 0.050 0.009
H 1.4873 2.8966 -5.7364 0.008 -0.078 0.116
H -0.8833 2.5864 -5.1176 0.047 -0.095 0.095
H 2.6413 -0.0543 -2.8326 -0.017 0.041 0.021
H 0.9517 -0.9956 -1.4060 -0.225 -0.044 -0.170
H -3.0830 -0.1831 -1.9029 0.287 0.127 -0.106
H -2.1970 1.2132 -1.2745 0.024 -0.095 0.169
H -3.3090 -0.6083 -9.1666 -0.246 0.154 0.054
H -1.2555 -1.2163 -7.9562 -0.058 0.046 0.105
H -0.9717 -0.5426 -5.5842 -0.236 0.169 -0.020
C 2.1190 -1.4942 8.6837 0.021 0.220 -0.318
N 2.9859 -0.5579 7.9647 -0.502 -0.879 1.049
C 2.9419 -0.2338 6.6676 0.515 1.085 -0.937
O 3.7761 0.5467 6.2234 -0.360 -0.235 -0.314
C 1.8392 -0.8244 5.7558 -0.117 -0.115 -0.416
C 2.0655 -0.5085 4.2610 0.236 -0.018 0.690
C 1.0870 -1.1122 3.2619 0.210 1.333 -0.500
N 0.3809 -2.1777 3.5639 -0.349 -1.529 1.233
O 0.9390 -0.6100 2.1642 0.607 0.802 -0.680
N 0.4993 -0.3696 6.1509 1.204 0.575 0.132
C -0.5300 -1.1815 6.3812 -1.043 -1.100 0.287
C -1.8596 -0.5317 6.6753 0.136 -0.037 0.013
O -0.4282 -2.4023 6.3439 0.224 -0.106 0.016
H 1.1356 -1.0491 8.8454 -0.029 -0.156 0.066
H 2.5593 -1.7305 9.6539 0.019 0.083 -0.183
H 2.0031 -2.4239 8.1225 -0.073 0.070 0.086
H 3.7321 -0.1163 8.4815 -0.055 0.028 -0.195
H 1.9074 -1.9068 5.8736 -0.432 -0.047 0.223
H 3.0555 -0.8687 3.9841 0.121 0.126 -0.061
H 2.0576 0.5723 4.1195 0.072 -0.080 -0.136
H 0.3456 -2.5386 4.5077 -0.270 -0.266 -0.167
H -0.2393 -2.5020 2.8422 -0.132 -0.123 0.084
H 0.3365 0.6241 6.1873 0.086 0.030 -0.086
H -2.1743 0.0455 5.8065 -0.073 0.124 0.055
H -1.7649 0.1192 7.5422 -0.118 0.175 0.004
H -2.5963 -1.3075 6.8805 0.150 0.086 -0.038
```
Forces are in eV/Å.

## Properties
- highest occupied orbital energy (eV) = -7.85
- E (eV) = -58939.352
- frontier orbital gap (eV) = 7.27
- ΔE to the lowest compared entry with this formula, charge and spin (kJ/mol) = 0.0

Atom charges from the Löwdin analysis, given in e for atoms 1 to 8: number 1, C, carries -0.075; number 2, O, carries -0.093; number 3, C, carries -0.274; number 4, C, carries -0.006; number 5, C, carries -0.008; number 6, C, carries -0.175; number 7, C, carries -0.160; number 8, C, carries 0.049


Which of these has the highest E? C4H13N2


The highest E belongs to which entry? C4H13N2